Entry from the Open Molecules 2025 dataset: an isolated ion of composition C14H5Cl2N2O4S and charge -1 at a distorted geometry (ωB97M-V with the def2-TZVPD basis set).

Last column: Löwdin charge in e.
Atoms and positions in Å:
N: 1.70568 -4.12882 0.85669  0.139
C: 1.02726 -3.18529 1.04062  -0.258
C: 0.23353 -2.07953 1.33237  -0.192
C: 0.38481 -1.48739 2.65318  -0.441
O: 1.28055 -1.85981 3.40835  0.002
C: -0.60903 -0.42805 3.01710  -0.574
Cl: -0.32865 0.39658 4.48177  0.741
C: -1.69370 -0.14723 2.22829  -0.625
Cl: -2.91730 0.93293 2.71089  0.719
C: -1.96027 -0.87264 0.97403  -0.382
O: -3.06074 -0.99801 0.47115  0.101
C: -0.78796 -1.64502 0.36073  -0.368
C: -1.41227 -2.86366 -0.21218  -0.198
N: -1.89134 -3.86954 -0.58510  0.206
S: -0.08901 -0.88177 -1.15616  0.768
O: -1.21485 -0.93751 -2.06106  -0.295
O: 1.12372 -1.63636 -1.38805  -0.293
C: 0.45825 0.84666 -1.21317  -0.238
C: -0.47766 1.88915 -1.25074  -0.056
C: -0.05282 3.18524 -1.56552  -0.078
C: 1.29100 3.42753 -1.89587  -0.085
C: 2.19772 2.36436 -1.93275  -0.077
C: 1.77799 1.07537 -1.60317  -0.056
H: -1.52954 1.68109 -1.05988  0.118
H: -0.77386 4.00961 -1.56865  0.104
H: 1.62370 4.44458 -2.13191  0.102
H: 3.23388 2.52851 -2.22717  0.104
H: 2.46089 0.23902 -1.68379  0.111

Summary:
- max |F| (Eh/bohr) = 0.0636
- spin multiplicity = 1
- gap between HOMO and LUMO (Ha) = 0.2326
- charge = -1
- structure (SMILES) = N#CC1=C([O-])C(Cl)=C(Cl)C(=O)[C@@]1(C#N)S(=O)(=O)c1ccccc1

=====

Entry from the Open Molecules 2025 dataset: C14H5Cl3F9IrN3OSeSi as an isolated structure (ωB97M-V with the def2-TZVPD basis set).

Last column: Mulliken spin population.
Atoms and positions in Å:
Ir: -0.72849 0.17491 0.09950  2.725
Cl: -2.60744 -1.47278 2.78145  0.043
Si: -2.71707 -1.02988 0.75207  0.244
Cl: -4.48306 -0.04341 0.45016  0.029
Cl: -2.89966 -2.84832 -0.20131  0.042
Se: 0.53028 -2.33185 0.58488  1.112
C: 1.58745 -2.31826 2.12977  0.021
C: 2.83831 -2.93792 2.04583  0.040
C: 3.65910 -2.95157 3.15834  -0.031
C: 3.22656 -2.37650 4.34734  0.089
C: 1.97447 -1.77729 4.42742  -0.030
C: 1.15133 -1.73505 3.31813  0.045
H: 3.16035 -3.39353 1.11924  -0.004
H: 4.63289 -3.41797 3.10100  -0.001
H: 3.86862 -2.39693 5.21741  0.003
H: 1.64455 -1.32923 5.35458  0.000
H: 0.18464 -1.25122 3.36240  -0.001
N: -0.56781 0.66399 -1.80875  0.167
C: -0.70026 1.03513 -2.91507  0.029
C: -0.83682 1.46527 -4.19297  0.167
C: -1.99438 1.10151 -4.93055  -0.021
N: -2.93552 0.80953 -5.52366  0.063
C: 0.18614 2.26545 -4.76744  -0.019
N: 1.02020 2.91532 -5.22025  0.062
F: 2.55345 2.99275 3.38144  0.002
C: 1.42251 2.31623 3.16664  0.004
F: 1.39063 1.28803 4.01587  0.002
F: 0.39507 3.11208 3.45981  0.000
C: 1.32121 1.81963 1.69153  0.045
O: 0.32122 0.87238 1.64036  0.153
C: 0.97344 3.03280 0.77568  0.008
F: 1.70772 4.10480 1.05480  0.001
F: -0.31574 3.35205 0.90570  -0.002
F: 1.17136 2.71213 -0.51184  -0.003
C: 2.67978 1.19639 1.24537  0.012
F: 3.60876 2.12241 1.01998  0.001
F: 3.14213 0.35718 2.17868  0.002
F: 2.51422 0.48969 0.12015  0.000

Summary:
- max |F| (Eh/bohr) = 0.0171
- ΔE to the lowest compared entry with this formula, charge and spin (eV) = 0.3134
- spin multiplicity = 6
- gap between HOMO and LUMO (spin up / spin down) (Ha) = 0.3277 / 0.2015
- expectation value of S² = 8.7883

=====

Entry from the Open Molecules 2025 dataset: a 20-piece molecular cluster, C14H60N5O21 overall at a distorted geometry (ωB97M-V with the def2-TZVPD basis set).

Last column: Löwdin charge in e.
Atoms and positions in Å:
C: 4.54628 1.26371 1.04069  -0.064
C: 4.28232 -0.20404 0.66433  -0.193
C: 3.21218 -0.43661 -0.38711  -0.278
C: 3.45568 0.34988 -1.69161  -0.013
N: 1.85700 -0.22951 0.16374  0.009
C: 1.53120 0.05905 1.41351  -0.054
N: 0.22185 0.13333 1.59011  0.201
C: -0.30385 -0.11874 0.39168  -0.287
N: -1.60205 -0.19488 0.12000  0.003
O: -1.90941 -0.55044 -1.18882  -0.034
C: -2.99812 0.19518 -1.72755  -0.102
C: -2.74909 1.70931 -1.92121  -0.362
C: -3.61635 2.60522 -1.02033  -0.023
O: -1.36853 2.01709 -1.85023  -0.043
C: -2.60008 -0.04463 1.13959  -0.190
C: -3.46226 -1.10156 1.40831  0.030
C: -4.38235 -0.90233 2.43526  -0.021
C: -4.34996 0.32551 3.09821  -0.135
N: -3.54092 1.34684 2.82098  0.102
C: -2.66622 1.15628 1.83570  -0.071
N: 0.68272 -0.31848 -0.50282  0.217
H: 5.60890 1.40994 1.18760  0.070
H: 4.06550 1.50520 1.98814  0.069
H: 4.14680 1.96150 0.31129  0.064
H: 5.18654 -0.64248 0.25523  0.109
H: 4.08455 -0.76806 1.57442  0.089
H: 3.28266 -1.48636 -0.66305  0.109
H: 2.55500 0.87640 -1.97655  0.048
H: 3.73192 -0.34478 -2.47617  0.087
H: 4.26601 1.05921 -1.57861  0.086
H: 2.22655 0.19467 2.21932  0.137
H: -3.14764 -0.23274 -2.71453  0.121
H: -3.92566 0.01663 -1.18820  0.123
H: -3.05982 1.94155 -2.94211  0.132
H: -4.14964 2.00098 -0.29174  0.074
H: -4.37344 3.10763 -1.61759  0.047
H: -2.99961 3.34210 -0.51184  0.086
H: -1.22228 2.73105 -1.22207  0.088
H: -3.40076 -2.03015 0.86225  0.130
H: -5.07682 -1.67399 2.72443  0.114
H: -5.04641 0.47260 3.91410  0.089
H: -1.98448 1.95753 1.59756  0.125
H: 0.61189 -0.50561 -1.48840  0.183
O: 2.37471 1.79484 -4.10729  -0.053
H: 1.61728 2.36706 -3.93346  -0.001
H: 2.00851 1.03499 -4.57055  0.043
O: -2.30415 -0.28016 -5.69781  -0.045
H: -2.16445 0.41178 -5.04403  0.014
H: -2.27378 -1.10410 -5.20166  0.032
O: 0.50607 4.06476 -3.32344  -0.052
H: 0.52237 4.70239 -2.59750  0.030
H: -0.00851 3.32958 -2.96766  0.001
O: -4.65974 -0.90754 6.30758  -0.041
H: -3.97206 -0.25374 6.12813  0.020
H: -4.91972 -1.23238 5.44209  0.014
O: -4.87358 0.80600 9.21163  -0.056
H: -4.81263 0.42506 8.32855  -0.002
H: -5.75898 1.17835 9.25073  0.032
O: 3.33281 -3.55264 -1.79769  -0.062
H: 3.55811 -4.31863 -2.35178  0.022
H: 2.49468 -3.26000 -2.16639  0.036
O: 1.97610 4.70406 -0.71030  -0.049
H: 2.81463 5.05128 -0.38037  0.041
H: 2.01051 3.76494 -0.50614  0.023
O: 3.64492 -3.83428 1.27360  -0.051
H: 4.48660 -4.29910 1.20268  0.069
H: 3.24035 -3.95137 0.40256  0.016
O: -3.48359 2.27887 6.01140  -0.049
H: -3.46910 1.94079 5.10884  -0.013
H: -4.34951 2.69056 6.09626  0.047
O: 7.69045 0.22351 -0.04246  -0.053
H: 8.50813 0.54690 0.34998  0.046
H: 7.70034 -0.72021 0.14704  0.037
O: 3.17688 -5.23016 -4.07100  -0.062
H: 3.54368 -4.79632 -4.84627  0.046
H: 2.55934 -5.87442 -4.44672  0.027
O: 2.58195 -6.52483 -6.30984  -0.050
H: 3.42354 -6.99272 -6.35666  0.063
H: 2.17778 -6.68027 -7.16997  0.061
O: -6.01467 3.34631 -2.90493  -0.050
H: -6.05995 2.95830 -3.78544  0.049
H: -6.85161 3.81356 -2.80890  0.054
O: 3.40452 -2.09490 3.86645  -0.049
H: 3.36187 -2.51021 2.99668  -0.015
H: 2.54194 -1.69166 4.00269  0.030
O: 3.68414 -6.78880 2.13039  -0.059
H: 2.98757 -7.45173 2.09688  0.041
H: 3.28204 -6.04743 2.59495  0.018
O: -7.56297 0.11809 3.82156  -0.052
H: -7.52762 -0.24611 2.93142  0.031
H: -8.44853 0.49123 3.88140  0.046
O: -2.30727 5.27764 -2.31361  -0.045
H: -1.93630 5.73738 -3.07470  0.049
H: -2.92331 4.64556 -2.69783  0.021
O: 0.67267 -4.89411 1.57657  -0.044
H: 1.55070 -4.51016 1.46728  -0.011
H: 0.12176 -4.45967 0.91983  0.025
O: 4.60664 5.00353 -2.00985  -0.057
H: 4.92689 5.47606 -2.78436  0.046
H: 3.97176 4.37133 -2.36456  0.022

Summary:
- max |F| (Eh/bohr) = 0.0289
- spin multiplicity = 1
- gap between HOMO and LUMO (Ha) = 0.3424
- charge = +1

=====

Entry from the Open Molecules 2025 dataset: C14H7N4O4S2Tc as an isolated structure at a distorted geometry (ωB97M-V with the def2-TZVPD basis set).

Last column: Mulliken spin population.
Atoms and positions in Å:
Tc: 0.86534 -0.71017 -1.13325  0.839
S: 0.39103 0.54852 -2.96746  0.182
C: -0.35493 1.97416 -2.32654  -0.014
C: -0.98722 2.89924 -3.16539  0.027
C: -1.54727 4.04373 -2.62709  -0.009
C: -2.19987 4.98586 -3.48776  0.002
N: -2.72290 5.72057 -4.19442  -0.005
C: -1.47468 4.28511 -1.23932  0.023
C: -0.84414 3.38085 -0.41504  -0.008
C: -0.27990 2.22321 -0.96648  0.024
S: 0.57586 1.09904 0.05239  -0.057
C: -2.04773 5.47396 -0.67958  -0.004
N: -2.49462 6.41923 -0.21122  0.012
H: -1.04025 2.71155 -4.22826  -0.001
H: -0.78728 3.56973 0.64818  -0.001
C: 3.59535 -1.83587 1.55489  -0.001
C: 2.19545 -2.30839 1.48137  -0.005
N: 1.28678 -1.96263 0.57915  0.012
C: 0.12552 -2.62902 0.90241  -0.023
C: 0.32654 -3.37860 2.02226  -0.005
N: 1.63480 -3.16586 2.35746  -0.002
C: -0.49089 -4.30439 2.87025  0.000
O: -1.74915 -4.50250 2.52405  0.000
O: 0.04709 -4.84442 3.79437  0.001
C: -1.03865 -2.43274 0.04197  0.023
O: -2.11420 -2.93236 0.20337  -0.002
O: -0.77584 -1.59992 -1.00874  -0.004
H: 3.78657 -1.11228 0.76480  -0.003
H: 4.29190 -2.66627 1.44184  0.000
H: 3.78616 -1.35367 2.51309  0.000
H: 2.06411 -3.60829 3.16213  0.000
H: -2.02300 -3.98739 1.73659  0.000

Summary:
- max |F| (Eh/bohr) = 0.0197
- ΔE to the lowest compared entry with this formula, charge and spin (eV) = 0.4032
- spin multiplicity = 2
- gap between HOMO and LUMO (spin up / spin down) (Ha) = 0.2098 / 0.2270
- charge = +1
- expectation value of S² = 1.0336